Arrangement P

C3H3FN2 in the gas phase. Source: OMol25; level of theory: ωB97M-V/def2-TZVPD.

Net charge: 0
HOMO level (eV): -8.89
Kohn-Sham gap (eV): 9.600
SMILES string: [H]/N=C/N(F)C#C

Each line ends with the Löwdin charge.
CARTESIAN COORDINATES (ANGSTROEM)
H1 -1.23 1.50 0.08  0.058
N1 -0.92 0.57 0.06  0.149
C1 -0.76 0.00 -1.02  -0.067
N2 0.40 -1.23 -0.84  -0.068
F1 1.19 -0.89 -1.97  -0.088
C2 1.02 -1.20 0.32  -0.254
C3 1.57 -1.34 1.39  0.126
H2 -1.01 -0.12 -2.03  0.098
H3 1.96 -1.52 2.41  0.047

---

Arrangement Q

C3H3FN2 in the gas phase. Source: OMol25; level of theory: ωB97M-V/def2-TZVPD.

Net charge: 0
HOMO level (eV): -11.76
Kohn-Sham gap (eV): 12.427
SMILES string: [H]/N=C(\F)CC#N

Each line ends with the Löwdin charge.
CARTESIAN COORDINATES (ANGSTROEM)
H1 0.02 2.32 1.33  0.091
N1 0.31 1.84 0.47  0.186
C1 0.12 0.64 0.55  -0.391
F1 -0.38 0.04 1.69  0.026
C2 0.40 -0.55 -0.50  -0.076
C3 -0.85 -1.27 -0.77  -0.215
N2 -1.81 -1.72 -1.20  0.156
H2 0.95 -0.21 -1.41  0.137
H3 1.23 -1.09 -0.15  0.086

---

Arrangement R

A 2-piece molecular cluster, C3H3FN2 overall. Source: OMol25; level of theory: ωB97M-V/def2-TZVPD.

Net charge: 0
HOMO level (eV): -10.10
Kohn-Sham gap (eV): 10.296
SMILES string: C#CN=C=N.F

Each line ends with the Löwdin charge.
CARTESIAN COORDINATES (ANGSTROEM)
C1 1.64 -0.68 -0.39  0.122
C2 0.47 -0.55 -0.66  -0.187
N1 -0.80 -0.28 -0.98  0.118
C3 -1.43 0.40 -1.76  -0.244
N2 -1.92 1.40 -2.24  0.191
H1 2.35 -1.07 0.19  0.002
H2 -2.48 1.44 -3.07  0.074
F1 0.67 -0.03 2.31  -0.152
H3 0.58 0.15 1.33  0.077

---

Stability ranking, top entry: arrangement Q; the second entry is 2.384 eV less favorable.

---

Arrangement P

A 2-piece molecular cluster, C3H7ClOS overall. Source: OMol25; level of theory: ωB97M-V/def2-TZVPD.

Net charge: 0
HOMO level (spin up / spin down) (eV): -8.82 / -9.16
Kohn-Sham gap (spin up / spin down) (eV): 7.041 / 9.219

Each line ends with the Löwdin charge.
CARTESIAN COORDINATES (ANGSTROEM)
C1 -1.32 -0.52 -0.65  -0.367
C2 -2.55 -0.83 0.08  -0.137
C3 3.13 1.64 -0.01  0.074
O1 -0.16 -0.08 1.59  -0.515
S1 0.13 -0.04 0.17  0.594
Cl1 1.31 -1.85 -0.28  0.123
H1 -1.31 -0.42 -1.72  0.070
H2 -2.96 -1.78 -0.26  0.089
H3 -2.33 -0.89 1.15  0.068
H4 -3.32 -0.07 -0.08  0.090
H5 3.44 0.86 -0.68  -0.024
H6 3.76 1.91 0.81  -0.019
H7 2.16 2.07 -0.10  -0.045

---

Arrangement Q

A 2-piece molecular cluster, C3H7ClOS overall. Source: OMol25; level of theory: ωB97M-V/def2-TZVPD.

Net charge: 0
HOMO level (eV): -9.52
Kohn-Sham gap (eV): 8.675
SMILES string: CCC(=S)Cl.O

Each line ends with the Löwdin charge.
CARTESIAN COORDINATES (ANGSTROEM)
C1 1.40 -0.46 0.32  -0.106
C2 0.14 -1.22 0.53  -0.381
C3 -0.97 -0.54 -0.09  -1.177
S1 -1.35 -0.81 -1.63  0.750
Cl1 -1.99 0.53 0.92  0.622
H1 2.25 -0.96 0.74  0.080
H2 1.46 0.48 0.81  0.081
H3 1.64 -0.45 -0.68  0.053
H4 0.05 -1.28 1.62  0.116
H5 0.29 -2.20 0.01  0.124
O1 -0.72 2.61 -0.94  -0.158
H6 -0.61 1.62 -1.17  -0.013
H7 -1.59 2.67 -0.45  0.011

---

Stability ranking, top entry: arrangement Q; the second entry is 3.274 eV less favorable.

---

Arrangement P

A 2-piece molecular cluster, C5H16NO overall. Source: OMol25; level of theory: ωB97M-V/def2-TZVPD.

Net charge: +1
HOMO level (eV): -14.65
Kohn-Sham gap (eV): 11.379

Each line ends with the Löwdin charge.
CARTESIAN COORDINATES (ANGSTROEM)
C1 1.03 -0.14 -0.39  -0.074
C2 -0.54 -0.06 -0.49  -0.383
C3 -1.18 -1.36 -0.76  -0.079
C4 -0.92 1.01 -1.53  -0.235
C5 -2.12 1.81 -1.13  -0.110
N1 1.51 -1.25 0.62  0.167
H1 1.56 -0.48 -1.28  0.134
H2 1.43 0.82 -0.10  0.120
H3 -0.88 0.30 0.50  0.140
H4 -1.49 -1.53 -1.81  0.107
H5 -1.83 -1.79 0.02  0.101
H6 -0.45 -2.19 -0.88  0.074
H7 -1.20 0.46 -2.45  0.118
H8 -0.10 1.69 -1.84  0.121
H9 -1.89 2.80 -0.72  0.077
H10 -2.93 1.32 -0.54  0.095
H11 -2.64 2.12 -2.06  0.086
H12 2.43 -1.47 0.26  0.158
H13 0.84 -2.01 0.73  0.144
H14 1.68 -0.97 1.63  0.105
H15 2.08 1.02 2.79  0.076
H16 0.84 0.16 3.21  0.080
O1 1.77 0.13 2.94  -0.020

---

Arrangement Q

A 2-piece molecular cluster, C5H16NO overall. Source: OMol25; level of theory: ωB97M-V/def2-TZVPD.

Net charge: +1
HOMO level (eV): -15.13
Kohn-Sham gap (eV): 11.984

Each line ends with the Löwdin charge.
CARTESIAN COORDINATES (ANGSTROEM)
C1 -0.44 1.18 -1.49  -0.028
C2 -0.79 0.03 -0.54  -0.277
C3 0.39 -0.96 -0.52  -0.402
C4 0.52 -1.73 -1.83  -0.058
C5 1.71 -0.39 0.01  -0.041
N1 -0.97 0.64 0.84  0.190
H1 0.29 0.92 -2.24  0.088
H2 0.01 2.06 -1.00  0.096
H3 -1.29 1.61 -1.99  0.085
H4 -1.76 -0.38 -0.77  0.153
H5 0.09 -1.73 0.19  0.130
H6 1.20 -2.57 -1.64  0.096
H7 0.92 -1.14 -2.64  0.084
H8 -0.38 -2.30 -2.09  0.090
H9 2.17 -1.04 0.75  0.090
H10 1.63 0.60 0.46  0.068
H11 2.43 -0.34 -0.81  0.093
H12 -0.14 1.02 1.30  0.134
H13 -1.46 0.08 1.53  0.148
H14 -1.54 1.48 0.69  0.169
H15 -1.10 1.70 4.11  0.065
H16 -0.47 0.34 4.09  0.066
O1 -1.05 0.91 3.56  -0.039

---

Stability ranking, top entry: arrangement Q; the second entry is 0.829 eV less favorable.

---

Arrangement P

An isolated ion of composition C6H12N3S and charge +1. Source: OMol25; level of theory: ωB97M-V/def2-TZVPD.

Net charge: +1
HOMO level (eV): -13.14
Kohn-Sham gap (eV): 10.046

Each line ends with the Löwdin charge.
CARTESIAN COORDINATES (ANGSTROEM)
C1 -2.59 0.37 0.11  -0.687
C2 2.75 -0.93 -0.05  -0.191
C3 1.99 -0.21 1.02  -0.095
C4 1.75 -0.58 -1.14  -0.083
C5 -0.16 1.21 -0.26  0.090
C6 0.74 -0.05 0.02  -0.279
N1 -1.34 0.17 -0.08  -0.081
N2 -3.10 1.54 0.49  0.170
N3 -0.50 -0.93 0.07  0.101
S1 -3.60 -1.06 0.21  0.948
H1 3.80 -0.64 -0.19  0.122
H2 2.73 -2.04 0.11  0.128
H3 1.75 -0.75 1.97  0.124
H4 2.28 0.80 1.36  0.116
H5 2.19 0.25 -1.76  0.132
H6 1.25 -1.22 -1.78  0.078
H7 -0.25 1.99 0.53  0.130
H8 -0.09 1.59 -1.21  0.098
H9 -2.50 2.20 0.88  0.100
H10 -3.99 1.88 0.30  0.102
H11 -0.51 -1.67 -0.51  0.074
H12 -2.59 -1.93 -0.11  -0.099

---

Arrangement Q

An isolated ion of composition C6H12N3S and charge +1. Source: OMol25; level of theory: ωB97M-V/def2-TZVPD.

Net charge: +1
HOMO level (eV): -12.70
Kohn-Sham gap (eV): 9.933
SMILES string: C=C1N[C@@H]2CSC[C@]2(N)[NH2+]1

Each line ends with the Löwdin charge.
CARTESIAN COORDINATES (ANGSTROEM)
C1 1.04 -2.34 1.45  0.079
C2 0.34 -1.31 1.00  -0.254
N1 -0.70 -0.45 1.31  0.092
C3 -1.02 0.62 0.41  -0.250
C4 -2.13 0.23 -0.53  -0.373
S1 -1.27 -0.12 -2.08  0.943
C5 0.16 0.98 -1.85  -0.352
C6 0.38 0.79 -0.37  -0.521
N2 1.28 1.72 0.12  0.142
N3 1.05 -0.57 -0.19  0.187
H1 1.95 -2.76 0.89  0.113
H2 0.75 -2.90 2.35  0.078
H3 -1.36 -0.81 1.93  0.138
H4 -1.49 1.49 0.93  0.173
H5 -2.63 -0.62 -0.21  0.070
H6 -2.91 0.82 -0.69  0.040
H7 -0.06 2.00 -2.26  0.122
H8 1.02 0.65 -2.38  0.085
H9 1.59 1.47 1.05  0.114
H10 1.12 2.65 -0.05  0.087
H11 1.92 -0.35 0.15  0.124
H12 0.95 -1.19 -0.99  0.164

---

Stability ranking, top entry: arrangement Q; the second entry is 1.512 eV less favorable.

---

Arrangement P

C3H3N3 in the gas phase. Source: OMol25; level of theory: ωB97M-V/def2-TZVPD.

Net charge: 0
HOMO level (eV): -10.39
Kohn-Sham gap (eV): 10.288
SMILES string: c1ncncn1

Each line ends with the Löwdin charge.
CARTESIAN COORDINATES (ANGSTROEM)
C1 0.35 -0.47 1.07  -0.298
N1 -0.92 -0.82 0.78  0.105
C2 -1.20 -0.18 -0.37  -0.153
N2 -0.38 0.66 -1.15  0.069
C3 0.81 0.68 -0.79  -0.210
N3 1.34 0.06 0.41  0.083
H1 0.80 -0.78 2.10  0.133
H2 -2.28 -0.31 -0.72  0.128
H3 1.45 1.62 -1.09  0.143

---

Arrangement Q

C3H3N3 as an isolated structure. Source: OMol25; level of theory: ωB97M-V/def2-TZVPD.

Net charge: 0
HOMO level (eV): -9.73
Kohn-Sham gap (eV): 8.699

Each line ends with the Löwdin charge.
CARTESIAN COORDINATES (ANGSTROEM)
N1 -1.48 0.50 -0.38  0.117
C1 0.86 0.13 0.36  -0.060
C2 -0.54 0.31 0.59  -0.623
N2 -0.45 0.27 1.83  0.331
C3 1.38 -1.13 -0.07  -0.221
N3 1.78 -2.14 -0.47  0.149
H1 -1.47 1.40 -0.82  0.094
H2 -1.60 -0.30 -0.98  0.093
H3 1.43 1.01 0.07  0.120

---

Arrangement R

C3H3N3 in the gas phase. Source: OMol25; level of theory: ωB97M-V/def2-TZVPD.

Net charge: 0
HOMO level (eV): -10.26
Kohn-Sham gap (eV): 9.085
SMILES string: [H]/N=C1/C=NC=N1

Each line ends with the Löwdin charge.
CARTESIAN COORDINATES (ANGSTROEM)
H1 2.41 -0.81 0.04  0.027
N1 1.98 0.04 -0.02  0.235
C1 0.75 -0.14 -0.14  -0.457
C2 -0.15 1.06 -0.11  -0.157
N2 -1.35 0.78 -0.08  0.072
C3 -1.38 -0.74 -0.02  -0.021
N3 -0.16 -1.11 -0.07  0.087
H2 0.12 2.11 0.28  0.143
H3 -2.24 -1.20 0.12  0.070

---

Stability ranking, top entry: arrangement P; the second entry is 1.147 eV less favorable.

---

Arrangement P

C3H3N3 in the gas phase. Source: OMol25; level of theory: ωB97M-V/def2-TZVPD.

Net charge: 0
HOMO level (eV): -10.35
Kohn-Sham gap (eV): 10.729
SMILES string: N#CC(N)C#N

Each line ends with the Löwdin charge.
CARTESIAN COORDINATES (ANGSTROEM)
N1 2.53 -0.50 -0.65  0.167
C1 1.50 -0.16 -0.24  -0.163
C2 0.17 0.12 0.32  -0.347
N2 -0.86 -0.92 -0.01  0.027
C3 -0.29 1.50 0.11  -0.165
N3 -0.75 2.56 -0.02  0.168
H1 -0.09 -0.34 1.29  0.154
H2 -1.74 -0.54 -0.32  0.078
H3 -0.48 -1.72 -0.48  0.079

---

Arrangement Q

C3H3N3 in the gas phase. Source: OMol25; level of theory: ωB97M-V/def2-TZVPD.

Net charge: 0
HOMO level (eV): -10.71
Kohn-Sham gap (eV): 9.531
SMILES string: [H]/N=C1\C=NC=N1

Each line ends with the Löwdin charge.
CARTESIAN COORDINATES (ANGSTROEM)
H1 2.39 0.66 0.13  0.065
N1 2.00 -0.30 0.04  0.183
C1 0.73 -0.18 -0.04  -0.404
C2 -0.26 1.01 -0.06  -0.062
N2 -1.45 0.56 0.07  0.086
C3 -1.26 -0.87 0.00  -0.191
N3 -0.08 -1.35 -0.04  0.104
H2 0.07 2.02 -0.12  0.099
H3 -2.14 -1.54 0.03  0.121

---

Arrangement R

C3H3N3 in the gas phase. Source: OMol25; level of theory: ωB97M-V/def2-TZVPD.

Net charge: 0
HOMO level (spin up / spin down) (eV): -10.49 / -10.49
Kohn-Sham gap (spin up / spin down) (eV): 7.323 / 8.023
SMILES string: CC1=C=NN=N1

Each line ends with the Löwdin charge.
CARTESIAN COORDINATES (ANGSTROEM)
C1 -0.71 1.07 -0.49  -0.051
C2 0.08 -0.07 -0.10  -0.421
C3 1.41 -0.25 0.22  0.123
N1 1.77 -1.41 0.70  -0.020
N2 0.64 -1.98 0.82  -0.025
N3 -0.39 -1.20 0.40  0.073
H1 -1.69 0.78 0.01  0.107
H2 -0.23 1.90 0.07  0.093
H3 -0.87 1.16 -1.64  0.121

---

Arrangement S

A 2-piece molecular cluster, C3H3N3 overall. Source: OMol25; level of theory: ωB97M-V/def2-TZVPD.

Net charge: 0
HOMO level (eV): -8.45
Kohn-Sham gap (eV): 8.496
SMILES string: C=C=C=N.N#N

Each line ends with the Löwdin charge.
CARTESIAN COORDINATES (ANGSTROEM)
C1 -1.21 -1.15 -0.24  -0.053
C2 -0.46 -0.58 0.67  -0.151
C3 0.22 0.45 1.08  -0.260
N1 0.91 1.44 1.04  0.117
H1 -1.18 -2.25 -0.59  0.086
H2 -2.00 -0.62 -0.81  0.067
H3 1.77 1.68 1.51  0.086
N2 0.67 0.12 -1.56  0.066
N3 1.28 0.91 -1.10  0.040

---

Stability ranking, top entry: arrangement Q; the second entry is 0.974 eV less favorable.

---

Arrangement P

A 2-piece molecular cluster, C5H14S overall. Source: OMol25; level of theory: ωB97M-V/def2-TZVPD.

Net charge: 0
HOMO level (eV): -8.56
Kohn-Sham gap (eV): 9.507
SMILES string: CCC.CSC

Each line ends with the Löwdin charge.
CARTESIAN COORDINATES (ANGSTROEM)
C1 -1.33 -0.16 -2.19  -0.142
C2 -2.29 -0.10 -0.97  -0.295
C3 -2.55 -1.59 -0.56  -0.136
H1 -0.38 0.41 -2.08  0.055
H2 -1.11 -1.17 -2.56  0.057
H3 -1.97 0.45 -2.98  0.096
H4 -3.29 0.47 -1.24  0.133
H5 -1.81 0.38 -0.19  0.047
H6 -1.61 -2.27 -0.32  0.113
H7 -2.94 -2.18 -1.37  0.048
H8 -3.14 -1.61 0.30  0.027
C4 3.20 -0.08 2.66  -0.386
S1 1.87 1.25 2.33  0.674
C5 1.76 1.76 0.47  -0.321
H9 3.08 -0.21 3.72  0.007
H10 3.00 -0.92 2.01  0.013
H11 4.23 0.27 2.44  0.031
H12 2.13 0.94 -0.06  0.002
H13 2.43 2.49 0.25  -0.016
H14 0.73 1.86 0.35  -0.009

---

Arrangement Q

A 2-piece molecular cluster, C5H14S overall. Source: OMol25; level of theory: ωB97M-V/def2-TZVPD.

Net charge: 0
HOMO level (eV): -8.38
Kohn-Sham gap (eV): 9.359
SMILES string: CCSC.CC

Each line ends with the Löwdin charge.
CARTESIAN COORDINATES (ANGSTROEM)
C1 -2.31 1.08 0.31  -0.185
C2 -1.32 0.61 -0.77  -0.588
S1 0.07 1.71 -0.92  0.792
C3 0.32 2.15 -2.65  -0.428
H1 -1.82 1.49 1.19  0.059
H2 -3.02 0.29 0.53  0.068
H3 -2.88 1.93 -0.07  0.065
H4 -1.00 -0.39 -0.48  0.053
H5 -1.90 0.51 -1.69  0.077
H6 -0.54 2.52 -3.20  0.035
H7 1.13 2.87 -2.70  0.027
H8 0.72 1.26 -3.12  0.023
C4 1.76 -2.30 1.02  -0.174
C5 1.36 -1.70 2.35  -0.174
H9 2.37 -3.19 1.21  0.059
H10 1.00 -2.74 0.37  0.057
H11 2.33 -1.57 0.44  0.060
H12 0.32 -1.35 2.29  0.054
H13 1.96 -0.84 2.65  0.061
H14 1.44 -2.33 3.24  0.059

---

Stability ranking, top entry: arrangement Q; the second entry is 1.212 eV less favorable.

---

Arrangement P

C6H10N2O2 in the gas phase. Source: OMol25; level of theory: ωB97M-V/def2-TZVPD.

Net charge: 0
HOMO level (eV): -9.79
Kohn-Sham gap (eV): 10.421
SMILES string: [H]/N=C(/O)[C@H]1N[C@H]1C1COC1

Each line ends with the Löwdin charge.
CARTESIAN COORDINATES (ANGSTROEM)
H1 2.15 -0.63 1.53  0.052
N1 2.49 0.23 1.09  0.114
C1 1.87 0.43 -0.04  -0.491
O1 2.54 1.35 -0.71  -0.015
C2 1.20 -0.63 -0.84  -0.191
N2 0.70 -1.77 -0.10  0.080
C3 -0.27 -0.85 -0.66  -0.244
C4 -1.11 -0.04 0.28  -0.213
C5 -1.87 1.16 -0.32  -0.138
O2 -3.14 0.61 0.07  -0.111
C6 -2.52 -0.58 0.58  -0.139
H2 3.34 1.40 0.16  0.243
H3 1.60 -0.78 -1.85  0.157
H4 0.78 -2.63 -0.63  0.110
H5 -0.79 -1.17 -1.57  0.154
H6 -0.55 0.21 1.19  0.146
H7 -1.68 2.13 0.15  0.122
H8 -1.78 1.26 -1.41  0.124
H9 -2.81 -1.47 0.00  0.121
H10 -2.76 -0.74 1.64  0.121

---

Arrangement Q

C6H10N2O2 in the gas phase. Source: OMol25; level of theory: ωB97M-V/def2-TZVPD.

Net charge: 0
HOMO level (eV): -9.33
Kohn-Sham gap (eV): 9.984
SMILES string: O=C(O)CNC1=NCCC1

Each line ends with the Löwdin charge.
CARTESIAN COORDINATES (ANGSTROEM)
O1 -4.19 0.37 0.01  0.075
C1 -3.00 0.18 -0.25  -0.535
O2 -2.41 0.59 -1.33  0.146
C2 -2.15 -0.70 0.66  -0.060
N1 -0.89 -1.04 -0.05  0.031
C3 0.44 -0.52 0.00  -0.367
N2 1.35 -1.03 -0.70  0.066
C4 2.63 -0.30 -0.51  -0.182
C5 2.12 1.10 -0.04  -0.186
C6 0.89 0.71 0.76  -0.123
H1 -1.57 0.14 -1.44  0.099
H2 -2.07 -0.14 1.63  0.147
H3 -2.66 -1.61 0.83  0.113
H4 -0.94 -1.96 -0.38  0.108
H5 3.04 -0.23 -1.55  0.109
H6 3.31 -0.82 0.20  0.117
H7 1.73 1.63 -0.86  0.092
H8 2.98 1.62 0.42  0.119
H9 1.17 0.44 1.80  0.130
H10 0.24 1.56 0.80  0.102

---

Arrangement R

C6H10N2O2 in the gas phase. Source: OMol25; level of theory: ωB97M-V/def2-TZVPD.

Net charge: 0
HOMO level (eV): -9.63
Kohn-Sham gap (eV): 10.278
SMILES string: NCCC[C@H]1N[C@]12OC2=O

Each line ends with the Löwdin charge.
CARTESIAN COORDINATES (ANGSTROEM)
N1 0.85 -1.58 1.04  -0.012
C1 1.68 -1.13 -0.04  -0.315
C2 0.88 -0.23 -1.03  -0.167
C3 0.62 1.20 -0.55  -0.171
C4 -0.49 1.22 0.47  -0.237
N2 -1.78 1.87 0.16  0.130
C5 -1.73 0.49 0.13  -0.318
O1 -2.42 -0.63 0.86  0.171
C6 -2.42 -0.60 -0.47  -0.419
O2 -2.81 -1.22 -1.42  0.148
H1 1.37 -2.23 1.67  0.090
H2 0.68 -0.72 1.64  0.073
H3 2.10 -2.05 -0.54  0.122
H4 2.57 -0.61 0.29  0.090
H5 -0.01 -0.78 -1.32  0.098
H6 1.53 -0.03 -1.98  0.138
H7 1.36 1.74 0.00  0.102
H8 0.34 1.85 -1.41  0.126
H9 -0.01 1.06 1.47  0.150
H10 -2.32 2.38 1.03  0.202

---

Stability ranking, top entry: arrangement Q; the second entry is 3.182 eV less favorable.